a:
The following is a quantum chemistry calculation of a single C4H7NO molecule, from the Open Molecules 2025 dataset.

```
13
Properties=species:S:1:pos:R:3
C -1.307 0.836 0.263
C -0.001 0.510 -0.440
C 1.136 0.092 0.515
N 1.180 -1.373 0.426
C 0.444 -1.666 -0.562
O -0.198 -0.685 -1.238
H -2.094 1.071 -0.459
H -1.629 -0.025 0.860
H -1.177 1.692 0.934
H 0.290 1.309 -1.127
H 2.110 0.494 0.212
H 0.950 0.409 1.547
H 0.269 -2.669 -0.939
```

Values from the calculation:
* gap between HOMO and LUMO: 10.61 eV
* HOMO level: -9.60 eV



b:
The following is a quantum chemistry calculation of a single C4H7NO molecule, from the Open Molecules 2025 dataset.

```
13
Properties=species:S:1:pos:R:3
C 2.888 0.265 0.086
C 1.668 -0.111 -0.129
N 0.559 -0.417 -0.513
C -0.530 -0.983 0.248
O -1.364 -0.002 0.782
C -2.056 0.750 -0.192
H 3.110 1.260 0.423
H 3.712 -0.408 -0.063
H -0.177 -1.570 1.106
H -1.084 -1.632 -0.451
H -1.361 1.293 -0.840
H -2.678 1.456 0.354
H -2.687 0.100 -0.810
```

Values from the calculation:
* gap between HOMO and LUMO: 9.75 eV
* HOMO level: -8.77 eV



c:
The following is a quantum chemistry calculation of a molecular structure, C4H7NO, from the Open Molecules 2025 dataset.

```
13
Properties=species:S:1:pos:R:3
C -1.350 -1.706 1.047
N -0.717 -0.495 1.486
C -0.004 0.350 1.053
C 0.605 1.653 -0.424
C 1.306 0.691 -1.273
O 0.201 -0.116 -1.030
H -1.043 -1.894 0.015
H -2.436 -1.602 1.108
H -1.035 -2.519 1.704
H 1.033 2.229 0.385
H -0.266 2.101 -0.891
H 1.450 0.980 -2.325
H 2.256 0.327 -0.855
```

Values from the calculation:
* gap between HOMO and LUMO (alpha / beta): 8.40 / 8.40 eV
* HOMO level (alpha / beta): -8.27 / -8.28 eV



d:
The following is a quantum chemistry calculation of 2 unconnected molecules or ions with the total composition C4H7NO, from the Open Molecules 2025 dataset.

```
13
Properties=species:S:1:pos:R:3
C -2.198 0.295 0.005
C 1.568 1.027 0.354
C 1.665 -0.448 0.064
C 0.925 0.428 -0.775
N -2.270 -1.058 0.003
O -2.988 1.147 0.356
H 1.056 1.348 1.137
H 2.562 1.482 0.268
H 2.569 -0.810 -0.277
H 1.160 -1.038 0.816
H 0.675 0.742 -1.724
H -1.800 -1.419 -0.809
H -2.924 -1.696 0.584
```

Values from the calculation:
* gap between HOMO and LUMO (alpha / beta): 7.94 / 8.84 eV
* HOMO level (alpha / beta): -8.10 / -8.28 eV



Here are the energies relative to the best structure, in kJ/mol: a 0.0; b 171.2; c 506.0; d 474.5.



a:
The following is a quantum chemistry calculation of 2 unconnected molecules or ions with the total composition C4H7NO, from the Open Molecules 2025 dataset.

```
13
Properties=species:S:1:pos:R:3
O 1.799 0.687 0.742
C 1.041 0.541 -0.408
C 0.278 -0.689 -0.660
C -1.638 -0.820 0.285
C -1.351 0.472 0.767
N -0.805 1.480 0.970
H 1.319 1.260 1.360
H 1.670 -0.144 -1.143
H 0.800 1.466 -0.946
H 0.715 -1.550 -0.171
H -0.039 -0.771 -1.696
H -1.636 -1.609 1.049
H -2.517 -0.889 -0.375
```

Values from the calculation:
* gap between HOMO and LUMO: 9.93 eV
* HOMO level: -9.05 eV



b:
The following is a quantum chemistry calculation of a single C4H7NO molecule, from the Open Molecules 2025 dataset.

```
13
Properties=species:S:1:pos:R:3
C 0.606 1.229 0.116
O 1.471 -0.003 -0.251
C 0.766 -1.203 -0.122
C -0.691 -0.587 0.297
N -1.884 -0.101 -0.346
C -0.546 0.553 -0.533
H 1.215 2.103 -0.318
H 0.363 1.308 1.301
H 0.750 -1.804 -1.009
H 1.292 -1.719 0.620
H -0.776 -0.342 1.329
H -2.477 0.219 0.481
H -0.090 0.345 -1.564
```

Values from the calculation:
* gap between HOMO and LUMO: 10.02 eV
* HOMO level: -9.10 eV



c:
The following is a quantum chemistry calculation of a molecular structure, C4H7NO, from the Open Molecules 2025 dataset.

```
13
Properties=species:S:1:pos:R:3
C -1.350 -0.869 0.245
C -0.614 1.350 -0.280
C 1.053 0.413 -0.454
C 1.712 -0.465 0.265
O -0.482 1.746 0.915
N -0.813 0.083 -0.685
H -0.466 2.062 -1.110
H 1.465 0.990 -1.270
H -1.197 -0.683 1.312
H -0.835 -1.825 0.056
H -2.423 -0.939 0.071
H 2.687 -0.772 -0.086
H 1.263 -1.090 1.022
```

Values from the calculation:
* gap between HOMO and LUMO: 9.48 eV
* HOMO level: -9.43 eV



d:
The following is a quantum chemistry calculation of a single C4H7NO molecule, from the Open Molecules 2025 dataset.

```
13
Properties=species:S:1:pos:R:3
O -2.234 -0.022 1.292
C -1.696 0.489 0.340
C -0.304 1.080 0.356
N 0.495 0.363 -0.643
C 1.588 -0.453 -0.147
C 0.347 -1.093 -0.638
H -2.181 0.500 -0.659
H 0.102 1.015 1.374
H -0.352 2.136 0.064
H 1.759 -0.475 0.930
H 2.488 -0.450 -0.755
H -0.315 -1.534 0.109
H 0.302 -1.555 -1.622
```

Values from the calculation:
* gap between HOMO and LUMO: 10.53 eV
* HOMO level: -9.45 eV



Here are the energies relative to the best structure, in kJ/mol: a 165.4; b 364.7; c 227.8; d 0.0.



a:
The following is a quantum chemistry calculation of a single C4H7NO molecule, from the Open Molecules 2025 dataset.

```
13
Properties=species:S:1:pos:R:3
C 2.197 -0.641 -0.086
N 0.910 -0.043 0.203
C -0.056 -0.341 -0.555
C -1.411 0.264 -0.363
C -1.790 0.879 0.912
O -1.446 1.677 -0.202
H 2.279 -1.030 -1.112
H 2.377 -1.465 0.614
H 2.985 0.100 0.075
H 0.049 -1.043 -1.397
H -2.194 -0.133 -1.010
H -2.841 0.905 1.201
H -1.060 0.870 1.720
```

Values from the calculation:
* gap between HOMO and LUMO: 11.01 eV
* HOMO level: -9.87 eV



b:
The following is a quantum chemistry calculation of a single C4H7NO molecule, from the Open Molecules 2025 dataset.

```
13
Properties=species:S:1:pos:R:3
C -0.307 -0.293 -1.632
N -1.068 0.546 -1.069
C -0.769 0.976 0.294
C 0.523 0.383 0.867
C 0.601 -1.041 0.348
O 0.699 -1.012 -1.076
H -0.413 -0.529 -2.690
H -1.623 0.737 0.943
H -0.730 2.070 0.242
H 0.545 0.420 1.962
H 1.399 0.934 0.506
H 1.466 -1.604 0.707
H -0.322 -1.589 0.598
```

Values from the calculation:
* gap between HOMO and LUMO: 10.61 eV
* HOMO level: -9.61 eV



Here are the energies relative to the best structure, in kJ/mol: a 143.1; b 0.0.